Here is C24H53HfNO3P2 as an isolated structure in a non-equilibrium geometry from the OMol25 dataset. Energies are from wB97M-V/def2-TZVPD.

Results
Total charge: +4
Frontier orbital gap (spin up / spin down), Ha: 0.17800 / 0.17262
LUMO (spin up / spin down), eV: -16.79 / -16.95
Strongest force on any atom, Eh/bohr: 0.2657
Electronic energy, eV: -53214.1456

Element x y z (Å)
Hf: 0.01 0.02 0.01
C: -0.30 2.00 -0.33
O: -0.50 3.15 -0.51
C: 0.38 -1.93 0.69
O: 0.61 -3.02 1.06
P: 2.42 0.29 -0.72
C: 3.62 0.51 0.70
H: 4.61 0.54 0.23
C: 3.16 -1.05 -1.77
H: 2.74 -1.97 -1.33
C: 2.66 1.84 -1.71
H: 2.30 2.62 -1.03
C: -3.48 0.99 -0.51
P: -2.48 -0.25 0.46
H: -3.98 -0.35 2.33
H: -3.08 1.95 -0.15
C: -3.28 -1.88 0.05
H: -4.32 -1.58 -0.10
C: 2.75 -1.01 -3.25
H: 3.49 -0.46 -3.85
H: 1.76 -0.58 -3.43
H: 2.73 -2.04 -3.65
C: 4.69 -1.13 -1.66
H: 5.09 -1.62 -2.55
H: 5.00 -1.71 -0.79
H: 5.14 -0.13 -1.60
C: 4.11 2.15 -2.10
H: 4.80 2.12 -1.25
H: 4.14 3.17 -2.51
H: 4.47 1.48 -2.89
C: 1.76 1.85 -2.96
H: 1.47 2.89 -3.18
H: 0.83 1.27 -2.82
H: 2.28 1.46 -3.84
C: 3.38 1.82 1.45
H: 3.98 2.64 1.04
H: 3.66 1.69 2.51
H: 2.32 2.11 1.42
C: 3.59 -0.69 1.63
H: 2.64 -0.71 2.19
H: 4.39 -0.61 2.38
H: 3.69 -1.66 1.12
C: -5.00 0.96 -0.24
H: -5.26 0.65 0.78
H: -5.51 0.30 -0.96
H: -5.40 1.97 -0.41
C: -3.20 0.89 -2.01
H: -3.52 -0.08 -2.42
C: -2.06 -0.57 3.21
H: -2.14 1.04 -2.24
H: -3.77 1.67 -2.54
C: -3.09 1.61 2.50
H: -1.28 0.13 3.53
H: -2.58 -0.88 4.12
H: -1.56 -1.46 2.80
C: -2.99 0.10 2.22
H: -2.95 1.80 3.57
H: -4.07 2.01 2.21
H: -2.31 2.17 1.96
C: -3.22 -2.93 1.17
H: -2.19 -3.26 1.37
H: -3.79 -3.82 0.84
H: -3.67 -2.59 2.11
C: -2.76 -2.50 -1.25
H: -2.65 -1.76 -2.06
H: -3.48 -3.26 -1.59
H: -1.79 -3.00 -1.11
H: -0.29 0.76 1.70
H: 0.92 0.93 1.34
C: 0.91 -0.68 5.96
N: 0.83 -0.18 4.62
C: 0.76 1.30 4.50
C: 0.85 -1.09 3.67
C: 1.14 -2.52 3.64
O: 0.49 -0.87 2.48
H: 0.10 -0.24 6.55
H: 1.87 -0.40 6.39
H: 0.79 -1.77 6.03
H: 0.71 1.66 3.47
H: 1.66 1.70 4.99
H: -0.11 1.65 5.07
H: 0.23 -3.07 3.38
H: 1.93 -2.71 2.91
H: 1.49 -2.76 4.58

Löwdin population analysis, charges in e, atoms 1 to 4: number 1, Hf, carries 1.242; number 2, C, carries -0.177; number 3, O, carries 0.261; number 4, C, carries -0.122